31
Properties=species:S:1:pos:R:3 method="wB97M-V/def2-TZVPD" total_charge=+1 s2=2.02 e_homo_ev="-10.437 / -13.516" e_tot_ev=-16348.1992 spin_multiplicity=3 homo_lumo_gap_ev="8.1615 / 6.2089"
C 3.284 0.482 -1.389
C 1.964 0.144 -1.168
C 3.357 1.935 -1.413
C 1.232 1.416 -0.998
C -0.224 -0.869 1.613
C -1.928 1.046 2.107
C -2.574 -1.173 0.974
C -1.017 0.504 -0.478
C -0.118 1.596 -0.791
C -1.480 -0.137 1.247
N 2.150 2.414 -1.218
N 0.389 -2.562 -1.295
F -0.684 2.806 -0.854
H 4.148 -0.040 -1.590
H 1.594 -0.777 -1.149
H 4.134 2.705 -1.563
H 0.320 -1.339 0.765
H -0.624 -1.678 2.178
H 0.436 -0.098 2.069
H -2.085 0.754 3.159
H -1.035 1.772 2.011
H -2.936 1.298 1.814
H -2.997 -1.498 1.851
H -2.221 -2.096 0.625
H -3.395 -1.123 0.291
H -1.990 0.568 -0.780
H -0.703 -0.541 -0.861
H 1.975 3.382 -1.075
H -0.584 -2.910 -1.271
H 0.861 -3.143 -0.618
H 0.751 -2.838 -2.192

---

33
Properties=species:S:1:pos:R:3 method="wB97M-V/def2-TZVPD" smiles="C=COCCNC(=O)C(=O)NCC(C)C" e_homo_ev=-8.888 e_tot_ev=-19785.1147 homo_lumo_gap_ev=9.7283
C -3.501 -2.497 -0.608
C -3.373 -1.434 0.167
O -4.348 -0.489 0.277
C -3.961 0.750 0.815
C -3.309 1.660 -0.242
N -2.051 1.134 -0.702
C -0.862 1.522 -0.229
O -0.664 2.414 0.579
C 0.284 0.703 -0.833
O 0.071 -0.227 -1.591
N 1.476 1.141 -0.424
C 2.733 0.525 -0.764
C 3.446 -0.055 0.466
C 4.808 -0.605 0.055
C 2.595 -1.143 1.113
H -2.734 -3.246 -0.642
H -4.377 -2.643 -1.212
H -2.492 -1.274 0.783
H -4.875 1.223 1.182
H -3.264 0.612 1.653
H -3.986 1.768 -1.092
H -3.111 2.637 0.205
H -2.037 0.337 -1.329
H 1.463 1.915 0.231
H 3.378 1.267 -1.249
H 2.507 -0.271 -1.478
H 3.595 0.755 1.190
H 5.422 0.175 -0.390
H 4.689 -1.406 -0.672
H 5.332 -1.002 0.920
H 1.634 -0.744 1.430
H 3.099 -1.552 1.985
H 2.413 -1.950 0.406

---

35
Properties=species:S:1:pos:R:3 method="wB97M-V/def2-TZVPD" smiles="CC[C@H](C)[C@H](NC(=O)[C@@H](N)CC(=O)O)C(=O)O" e_homo_ev=-9.571 e_tot_ev=-23880.9977 homo_lumo_gap_ev=10.0777
C 4.042 -1.411 -0.844
C 2.584 -0.950 -0.963
C 2.024 -0.469 0.356
C 1.713 -1.581 1.360
C 0.742 0.384 0.134
N -0.212 -0.237 -0.805
C -1.565 0.083 -0.816
O -2.215 -0.014 -1.822
C -2.158 0.594 0.487
N -1.543 1.780 1.032
C -3.639 0.856 0.246
C -4.352 -0.388 -0.232
O -5.206 -0.426 -1.078
O -4.016 -1.451 0.553
C 1.109 1.795 -0.391
O 0.540 2.327 -1.306
O 2.054 2.429 0.321
H 4.706 -0.668 -0.374
H 4.156 -2.342 -0.301
H 4.508 -1.646 -1.844
H 2.557 -0.117 -1.680
H 1.925 -1.709 -1.356
H 2.824 0.117 0.842
H 0.896 -2.175 0.984
H 2.547 -2.262 1.553
H 1.414 -1.114 2.299
H 0.305 0.571 1.070
H 0.144 -0.313 -1.751
H -2.105 -0.192 1.228
H -1.461 2.582 0.417
H -2.083 2.117 1.817
H -4.167 1.193 1.122
H -3.754 1.572 -0.590
H -4.483 -2.254 0.335
H 2.171 3.322 -0.001

---

Please write out number 1 again, unchanged.
31
Properties=species:S:1:pos:R:3 method="wB97M-V/def2-TZVPD" total_charge=+1 s2=2.02 e_homo_ev="-10.437 / -13.516" e_tot_ev=-16348.1992 spin_multiplicity=3 homo_lumo_gap_ev="8.1615 / 6.2089"
C 3.284 0.482 -1.389
C 1.964 0.144 -1.168
C 3.357 1.935 -1.413
C 1.232 1.416 -0.998
C -0.224 -0.869 1.613
C -1.928 1.046 2.107
C -2.574 -1.173 0.974
C -1.017 0.504 -0.478
C -0.118 1.596 -0.791
C -1.480 -0.137 1.247
N 2.150 2.414 -1.218
N 0.389 -2.562 -1.295
F -0.684 2.806 -0.854
H 4.148 -0.040 -1.590
H 1.594 -0.777 -1.149
H 4.134 2.705 -1.563
H 0.320 -1.339 0.765
H -0.624 -1.678 2.178
H 0.436 -0.098 2.069
H -2.085 0.754 3.159
H -1.035 1.772 2.011
H -2.936 1.298 1.814
H -2.997 -1.498 1.851
H -2.221 -2.096 0.625
H -3.395 -1.123 0.291
H -1.990 0.568 -0.780
H -0.703 -0.541 -0.861
H 1.975 3.382 -1.075
H -0.584 -2.910 -1.271
H 0.861 -3.143 -0.618
H 0.751 -2.838 -2.192